{"formula": "C24H29ClLaN2OP", "method": "ωB97M-V with the def2-TZVPD basis set", "homo_lumo_gap_ev": [4.63, 6.25], "energy_ev": -53039.0049, "relative_energy_kj_mol": 493.9, "charge": 2, "multiplicity": 1, "species": ["La", "Cl", "P", "C", "C", "C", "C", "C", "C", "C", "C", "C", "C", "C", "C", "C", "C", "C", "C", "C", "C", "H", "H", "H", "H", "H", "H", "H", "H", "H", "H", "H", "H", "H", "H", "H", "H", "H", "C", "N", "C", "C", "C", "N", "C", "C", "O", "H", "H", "H", "H", "H", "H", "H", "H", "H", "H", "H", "H"], "coordinates": [[-1.10686, 1.54503, -0.79414], [0.20834, 1.69370, 1.71595], [-0.91822, -1.36206, 0.28922], [-1.63437, -1.64887, -1.38867], [-2.95279, -2.09787, -1.54789], [-3.45385, -2.34000, -2.82957], [-2.66875, -2.07611, -3.95815], [-1.37766, -1.56072, -3.80665], [-0.84890, -1.35186, -2.53264], [0.31799, -2.66940, 0.46806], [1.22933, -2.55669, 1.54251], [2.16990, -3.56130, 1.77273], [2.23496, -4.67268, 0.91793], [1.35522, -4.77360, -0.16671], [0.40440, -3.77414, -0.39858], [-2.17263, -1.77615, 1.55646], [-2.66893, -0.76808, 2.40862], [-3.71312, -1.03760, 3.28745], [-4.16826, -2.35556, 3.44404], [-3.60866, -3.38315, 2.67282], [-2.62094, -3.09122, 1.72553], [1.18232, -1.68003, 2.19147], [2.85524, -3.48361, 2.62115], [2.97495, -5.45835, 1.09673], [1.40380, -5.63584, -0.83651], [-0.27186, -3.85658, -1.24865], [-3.58352, -2.25126, -0.67018], [-4.46573, -2.73044, -2.94575], [-3.07293, -2.26170, -4.95683], [-0.78363, -1.31495, -4.69063], [0.16489, -0.94331, -2.41921], [-2.22953, 0.22376, 2.34112], [-4.18343, -0.23493, 3.86196], [-4.94823, -2.58513, 4.17071], [-3.93483, -4.41946, 2.80621], [-2.19342, -3.89424, 1.12687], [-0.86531, 1.69391, -2.61080], [-2.19746, 1.46727, 0.65933], [3.66501, 1.75617, -1.21057], [3.09816, 2.99431, -0.69805], [4.02108, 3.85615, 0.01227], [3.44462, 5.23516, 0.16536], [2.02918, 5.17494, 0.67467], [1.25503, 4.34432, -0.23107], [-0.20052, 4.47551, -0.15991], [1.77882, 3.19457, -0.71033], [1.00299, 2.26860, -1.16960], [4.45072, 1.99253, -1.94005], [2.89234, 1.14668, -1.68958], [4.13510, 1.18194, -0.39789], [4.24136, 3.41860, 0.99980], [4.95420, 3.87301, -0.55564], [3.47402, 5.75507, -0.79751], [4.06064, 5.79911, 0.86648], [1.56588, 6.16284, 0.67797], [1.99927, 4.77219, 1.70163], [-0.61643, 3.85580, 0.66509], [-0.44417, 5.51938, 0.05068], [-0.66483, 4.20635, -1.12903]], "forces_ev_per_angstrom": [[1.0, 0.0, 0.6], [-0.1, -0.6, -0.4], [-0.4, -2.7, 0.2], [0.2, 0.7, 0.2], [-0.3, 0.1, -0.1], [0.1, 0.0, 0.1], [0.0, 0.0, 0.2], [0.1, 0.0, -0.1], [-0.2, 0.2, 0.2], [0.4, 0.6, 0.0], [0.2, -0.3, 0.3], [-0.2, 0.2, 0.0], [-0.1, 0.2, 0.1], [-0.4, 0.3, -0.1], [0.4, -0.4, -0.3], [-0.1, 0.9, 0.7], [-0.1, 0.0, -0.6], [-0.1, -0.4, 0.2], [0.2, 0.1, -0.3], [0.2, 0.2, -0.1], [0.0, -0.4, 0.1], [0.1, -0.2, -0.1], [-0.3, 0.0, -0.3], [-0.3, 0.3, -0.1], [0.0, 0.3, 0.3], [0.2, 0.0, 0.2], [0.2, -0.1, -0.3], [0.3, 0.1, 0.0], [0.2, 0.1, 0.4], [-0.2, -0.1, 0.3], [-0.3, -0.3, -0.1], [-0.2, -0.1, 0.1], [0.4, -0.3, -0.1], [0.2, 0.1, -0.2], [0.1, 0.4, -0.1], [-0.1, 0.1, 0.1], [0.4, 0.1, -2.9], [-1.9, -0.1, 2.3], [0.2, -0.4, -0.1], [-0.6, -0.5, -0.2], [0.3, 0.0, 0.3], [0.4, 0.7, -0.1], [0.1, 0.2, 0.3], [-0.9, -0.6, -0.2], [0.1, -0.3, 0.1], [0.1, -0.7, 0.3], [0.7, 1.2, -0.3], [-0.2, 0.0, 0.1], [0.3, 0.3, 0.2], [-0.2, 0.2, -0.1], [-0.1, 0.0, -0.3], [-0.1, 0.1, 0.1], [-0.1, 0.0, 0.1], [0.0, 0.0, -0.1], [0.1, 0.0, 0.1], [-0.1, 0.0, -0.3], [0.1, 0.4, -0.2], [0.0, -0.2, -0.1], [0.2, 0.4, 0.2]], "mulliken_charge": [1.2346, -0.4592, 0.6280, 0.1508, -0.5096, -0.6461, -0.5205, -0.7769, -0.1399, 0.4265, -0.4237, -0.6214, -0.4008, -0.6811, -0.1704, 0.4173, -0.1783, -0.7449, -0.4509, -0.7053, -0.1638, 0.4015, 0.4211, 0.4146, 0.4192, 0.3877, 0.4375, 0.4389, 0.4167, 0.4439, 0.6761, 0.2967, 0.4158, 0.4035, 0.4024, 0.4535, -0.0155, -0.0209, -1.0331, 0.1686, -0.5559, -0.7213, -0.5418, 0.2494, -1.1661, 0.7128, -0.7166, 0.3484, 0.2280, 0.3452, 0.3148, 0.3399, 0.3100, 0.3617, 0.4055, 0.2754, 0.3462, 0.3465, 0.3257]}

---

{"formula": "C24H29MnN8O3S3Se", "method": "ωB97M-V with the def2-TZVPD basis set", "homo_lumo_gap_ev": [5.40, 6.99], "energy_ev": -172584.7856, "relative_energy_kj_mol": 0.0, "charge": 2, "s_squared": 6.141, "multiplicity": 5, "species": ["Mn", "C", "C", "O", "N", "C", "C", "C", "C", "C", "C", "N", "H", "H", "H", "H", "H", "H", "H", "H", "H", "H", "C", "C", "O", "O", "H", "H", "H", "Se", "N", "C", "C", "C", "C", "N", "C", "N", "H", "H", "H", "S", "C", "N", "C", "C", "S", "H", "H", "H", "H", "H", "C", "C", "C", "C", "N", "C", "S", "N", "C", "H", "H", "H", "H", "H", "H", "H", "H"], "coordinates": [[0.82744, 1.05871, 0.30986], [4.89701, 1.09781, 1.90852], [3.76077, 0.44360, 1.19388], [2.63143, 0.97838, 1.21678], [3.96996, -0.70659, 0.56201], [2.92491, -1.37625, -0.21481], [2.65105, -0.63174, -1.49572], [3.26069, -1.02629, -2.67286], [3.05792, -0.29630, -3.83197], [2.25604, 0.82975, -3.76954], [1.67067, 1.15926, -2.56507], [1.84201, 0.44423, -1.44479], [4.58717, 1.32550, 2.92727], [5.11466, 2.04404, 1.41194], [5.79455, 0.48421, 1.92499], [4.90405, -1.08467, 0.55437], [2.01271, -1.46781, 0.37238], [3.26369, -2.38451, -0.43736], [3.88522, -1.90905, -2.67528], [3.52000, -0.59956, -4.76163], [2.07340, 1.44432, -4.63890], [1.03991, 2.03187, -2.48647], [0.73472, 4.54563, 2.15567], [0.82598, 3.32663, 1.30456], [1.38117, 3.30416, 0.17711], [0.30260, 2.24014, 1.73510], [1.30756, 5.36178, 1.72548], [1.09624, 4.31569, 3.15711], [-0.31422, 4.82994, 2.25015], [-3.54822, -0.51781, 2.14782], [-2.88286, -1.54343, 3.42110], [-1.57292, -1.51365, 3.28112], [-0.64350, -2.21912, 4.10019], [0.66928, -2.05342, 3.82130], [1.07323, -1.20340, 2.74693], [0.27472, -0.54369, 1.95797], [-1.07168, -0.68478, 2.21482], [-1.97011, -0.05155, 1.50099], [-0.99823, -2.84288, 4.90946], [1.43688, -2.54381, 4.40247], [2.13653, -1.08271, 2.57183], [-1.22061, 1.60216, -0.88944], [-1.18487, 3.05729, -1.76916], [-0.33852, 4.06130, -1.73776], [-0.54489, 5.11952, -2.73154], [-2.02453, 5.06016, -3.08653], [-2.46850, 3.30099, -2.91225], [0.46224, 4.03224, -1.10271], [0.08410, 4.92208, -3.60236], [-0.26675, 6.08205, -2.30788], [-2.21801, 5.37937, -4.10673], [-2.63647, 5.64259, -2.40076], [-4.97422, -3.26111, -2.11280], [-3.86951, -3.33176, -1.11500], [-3.89043, -4.06216, 0.03792], [-2.75622, -4.01917, 0.87235], [-1.67615, -3.30664, 0.57577], [-1.63750, -2.61655, -0.57484], [-0.27204, -1.78738, -1.12286], [-2.74684, -2.62348, -1.37781], [-2.72105, -4.80115, 2.14234], [-5.82499, -3.85111, -1.78445], [-4.63774, -3.64380, -3.07769], [-5.29681, -2.22802, -2.25355], [-4.75132, -4.66022, 0.29478], [-2.67151, -2.09170, -2.23638], [-3.56333, -5.48384, 2.22222], [-2.74843, -4.11356, 2.98920], [-1.78754, -5.36069, 2.19908]], "forces_ev_per_angstrom": [[0.1, -0.2, -0.1], [0.0, 0.0, 0.0], [0.0, 0.0, 0.0], [0.0, 0.0, 0.0], [0.0, 0.0, 0.0], [0.0, 0.1, 0.0], [0.0, 0.0, 0.0], [0.0, 0.0, 0.0], [0.0, 0.0, 0.0], [0.0, 0.0, 0.0], [-0.1, 0.1, 0.0], [0.0, 0.0, 0.0], [0.0, 0.0, 0.0], [0.0, 0.0, 0.0], [0.0, 0.0, 0.0], [0.0, 0.0, 0.0], [0.0, 0.0, 0.0], [0.0, 0.0, 0.0], [0.0, 0.0, 0.0], [0.0, 0.0, 0.0], [0.0, 0.0, 0.0], [0.0, 0.0, 0.0], [0.0, 0.0, 0.0], [0.1, 0.2, 0.0], [0.1, 0.0, 0.1], [-0.2, -0.1, 0.1], [0.0, 0.0, 0.0], [0.0, 0.0, 0.0], [0.0, 0.0, 0.0], [0.0, 0.1, 0.1], [0.0, -0.1, -0.1], [0.0, 0.1, 0.1], [0.0, 0.0, 0.0], [0.0, 0.0, 0.0], [0.0, 0.1, 0.0], [-0.1, 0.1, 0.0], [0.0, 0.0, 0.0], [0.0, -0.1, -0.1], [0.0, 0.0, 0.0], [0.0, 0.0, 0.0], [0.0, 0.0, 0.0], [0.0, -0.1, 0.0], [0.0, 0.0, 0.0], [-0.1, 0.0, -0.1], [0.0, 0.0, 0.0], [0.0, 0.0, 0.0], [0.0, 0.0, 0.0], [0.0, 0.0, 0.0], [0.0, 0.0, 0.0], [0.0, 0.0, 0.0], [0.0, 0.0, 0.0], [0.0, 0.0, 0.0], [0.0, 0.0, 0.0], [0.0, 0.0, 0.0], [0.0, 0.0, 0.0], [0.0, 0.0, -0.1], [0.0, 0.0, 0.1], [0.2, -0.1, 0.1], [-0.1, 0.1, -0.1], [-0.1, 0.0, 0.0], [0.0, 0.0, 0.0], [0.0, 0.0, 0.0], [0.0, 0.0, 0.0], [0.0, 0.0, 0.0], [0.0, 0.0, 0.0], [0.0, 0.0, 0.0], [0.0, 0.0, 0.0], [0.0, 0.0, 0.0], [0.0, 0.0, 0.0]], "mulliken_spin": [4.1436, -0.0007, 0.0100, 0.0137, 0.0046, 0.0188, -0.0245, -0.0051, 0.0052, -0.0016, 0.0180, -0.0306, -0.0001, 0.0003, 0.0002, 0.0000, -0.0110, 0.0015, 0.0000, -0.0002, -0.0006, 0.0026, -0.0074, -0.0199, 0.0586, -0.0710, -0.0013, 0.0006, 0.0007, 0.0006, 0.0008, 0.0014, -0.0001, 0.0020, 0.0379, 0.0299, -0.0283, 0.0035, 0.0001, 0.0003, 0.0001, -0.2000, 0.0217, 0.0018, -0.0002, -0.0025, -0.0027, -0.0049, 0.0005, -0.0002, -0.0009, 0.0003, 0.0001, -0.0016, 0.0035, -0.0016, 0.0039, 0.0095, 0.0181, 0.0027, 0.0000, 0.0000, 0.0000, -0.0001, 0.0003, 0.0005, 0.0000, 0.0000, 0.0000]}

---

Here are the calculated molar mass numbers, same order: 566.84, 707.65 (g mol⁻¹).